C6H12NP | wB97M-V/def2-TZVPD

Positions of all 20 atoms, in Å:
P1 -2.1073 0.7442 -0.1130
N1 -0.7619 1.3635 -0.8861
C1 -1.5793 -0.5672 0.8788
C2 2.6104 0.2228 0.5398
C3 0.3756 0.5824 -0.5399
C4 -0.6831 -1.5579 0.3757
C5 1.3916 1.0033 0.2463
C6 -0.0078 -0.8499 -0.8532
H1 0.8012 -1.5009 -1.4001
H2 -2.9993 1.3337 0.8575
H3 -2.2740 -0.9342 1.5493
H4 2.6499 -0.3199 1.4028
H5 -0.9439 -2.5446 -0.0977
H6 3.4394 0.8529 0.4761
H7 -0.5728 2.3385 -1.1070
H8 1.4639 2.0854 0.6125
H9 0.1636 -1.9094 0.9962
H10 2.9319 -0.6170 -0.1343
H11 -3.1220 1.1212 -1.1460
H12 -0.7761 -0.8468 -1.6577

Calculated values
SMILES string   C/C=C1\CCC=[PH2]N1
Electronic energy   -17191.2820 eV
E_LUMO   1.041 eV
Highest occupied orbital energy   -0.27452 hartree

Here are the natural (NBO) charges for atoms 1 to 5, given in e: number 1, P, carries 1.1417; number 2, N, carries -0.9597; number 3, C, carries -0.7900; number 4, C, carries -0.6514; number 5, C, carries 0.1582


C2HClF2S | wB97M-V/def2-TZVPD

Positions of all 7 atoms, in Å:
Cl1 0.4700 0.1683 1.9017
S1 1.0716 -1.6554 -1.4820
F1 -1.1216 1.5083 0.1038
F2 0.9117 1.2925 -0.5892
C1 -0.0871 0.7076 0.0050
C2 -0.4224 -0.6625 -0.3189
H1 -0.8222 -1.3589 0.3796

Calculated values
SMILES string   FC(F)(Cl)C=S
Electronic energy   -30878.2380 eV
E_LUMO (alpha / beta)   -2.992 / -2.993 eV
Highest occupied orbital energy (alpha / beta)   -0.35402 / -0.35394 hartree

Here are the natural (NBO) charges for atoms 1 to 5, given in e: number 1, Cl, carries -0.1686; number 2, S, carries -0.0590; number 3, F, carries -0.2839; number 4, F, carries -0.2623; number 5, C, carries 0.7142


C4H6ClN2 | wB97M-V/def2-TZVPD

Positions of all 13 atoms, in Å:
Cl1 2.4833 2.4435 -0.3942
N1 -0.6635 -0.6981 0.1672
N2 0.4211 1.2939 0.5566
C1 0.1715 -1.1755 -0.7292
C2 -0.7078 0.4829 0.7026
C3 -0.9398 -2.1053 -0.0639
C4 1.1516 1.4537 -0.5192
H1 0.9007 -0.5476 -0.9786
H2 -1.5706 0.7389 1.2774
H3 0.3973 2.2323 1.1626
H4 -1.8854 -2.1038 -0.4761
H5 -0.7382 -2.8378 0.7217
H6 0.9797 0.8229 -1.4269

Calculated values
Electronic energy   -19734.6619 eV
E_LUMO (alpha / beta)   -5.148 / -5.178 eV
Highest occupied orbital energy (alpha / beta)   -0.45308 / -0.45193 hartree
Charge   +1

Here are the natural (NBO) charges for atoms 1 to 5, given in e: number 1, Cl, carries 0.1712; number 2, N, carries -0.2450; number 3, N, carries -0.4516; number 4, C, carries -0.0219; number 5, C, carries 0.0413


C30H60N3O5 | wB97M-V/def2-TZVPD

Positions of all 98 atoms, in Å:
O1 -0.0021 4.4351 0.4834
O2 -0.6224 -3.9764 -1.8524
O3 -4.3078 -4.0809 2.8463
O4 3.1803 -0.6071 1.9969
O5 -5.0145 -1.7207 2.8721
N1 -2.8152 1.3149 2.5750
N2 0.3501 5.5515 1.2645
N3 0.6666 -4.4686 -2.1297
C1 1.4963 6.2408 0.5761
C2 -1.3107 7.1480 0.1991
C3 0.1963 -5.0802 -4.5478
C4 4.3001 -1.3049 1.3139
C5 -2.8317 1.1324 1.0573
C6 -0.8939 6.3658 1.4722
C7 1.1138 -0.0875 0.6771
C8 -0.1619 7.9373 -0.4247
C9 2.4945 -4.2676 -3.8268
C10 -1.5033 0.2592 0.6574
C11 2.6291 5.2514 0.1565
C12 4.9322 -2.4189 2.3567
C13 0.3234 -6.5627 -4.2044
C14 2.1587 -6.4111 -1.6097
C15 -3.7927 -1.0226 3.3900
C16 -3.9903 0.6006 3.2250
C17 -4.5595 -2.9576 2.1697
C18 0.9673 -4.1578 -3.5673
C19 -0.6935 7.3499 2.6568
C20 2.6130 0.4334 1.0875
C21 0.6593 -2.6708 -3.9420
C22 -2.1105 5.5024 1.9423
C23 2.2075 7.2032 1.5681
C24 0.0989 -6.1693 -0.3138
C25 1.0423 7.0347 -0.6817
C26 -3.4318 -3.9274 -0.1592
C27 -0.0714 -6.8211 -2.7525
C28 -4.4317 -2.8073 0.5115
C29 -0.0702 1.0774 0.8729
C30 0.6893 -5.9207 -1.7379
H1 -3.7707 0.4879 0.7007
H2 0.0746 1.9356 0.0602
H3 0.6178 -5.5577 0.4369
H4 2.2109 6.7940 2.5852
H5 -0.9730 -5.9556 -0.2480
H6 0.1158 8.7750 0.2226
H7 -1.6399 7.8274 2.9357
H8 0.9915 -2.4486 -4.9636
H9 6.1204 -2.3889 2.3841
H10 1.8715 7.6469 -1.0589
H11 -2.8481 2.1503 0.4723
H12 2.5801 -6.7768 -2.5481
H13 -4.1208 -4.6964 -0.7418
H14 2.7540 -3.8784 -4.8181
H15 -2.8067 -4.5133 0.6679
H16 -0.4952 8.3811 -1.3688
H17 0.2170 -7.2193 -0.0181
H18 -5.5323 -2.8782 0.1088
H19 -1.1529 -6.6633 -2.6543
H20 -0.3206 6.8244 3.5444
H21 0.5527 -4.9211 -5.5756
H22 2.8082 -5.6208 -1.2152
H23 -2.4610 4.8044 1.1736
H24 -1.4891 -0.1052 -0.4730
H25 -5.0106 0.8006 2.6856
H26 0.1027 -7.8794 -2.5196
H27 -4.0378 -1.7087 0.2899
H28 -1.8610 4.9265 2.8417
H29 -0.4107 -2.4359 -3.9118
H30 -2.8032 -1.4478 2.9234
H31 2.3185 4.5444 -0.6199
H32 -1.4418 -0.6605 1.4143
H33 -0.0168 8.1730 2.4402
H34 1.7717 8.2039 1.5932
H35 2.8741 -5.2866 -3.8169
H36 3.4905 5.7929 -0.2543
H37 3.2353 0.5166 0.0733
H38 3.0604 -3.6843 -3.0902
H39 3.9971 -1.7830 0.2822
H40 1.3449 -6.9075 -4.3930
H41 4.4552 -2.1853 3.4114
H42 0.7871 6.3387 -1.4908
H43 -0.3215 -7.1472 -4.8690
H44 5.1416 -0.4848 1.1478
H45 2.5650 1.4535 1.6713
H46 1.0947 -0.4247 -0.4456
H47 2.9865 4.6763 1.0215
H48 -4.0733 1.0360 4.3285
H49 3.2584 7.3628 1.2930
H50 -1.7060 6.4565 -0.5553
H51 4.6486 -3.5077 1.9644
H52 2.2429 -7.2584 -0.9164
H53 -2.7033 -3.3385 -0.8919
H54 -2.1322 7.8402 0.4330
H55 -2.9688 6.1392 2.1900
H56 -0.8685 -4.8161 -4.5548
H57 -3.7530 -1.3166 4.5463
H58 0.7329 -1.0053 1.3388
H59 1.1822 -1.9788 -3.2709
H60 0.0102 1.5958 1.9228

Calculated values
2S+1   3
Electronic energy   -46778.8059 eV
E_LUMO (alpha / beta)   2.118 / 1.425 eV
Highest occupied orbital energy (alpha / beta)   -0.06695 / -0.06691 hartree
Charge   -1
⟨S²⟩   2.009

Here are the Löwdin charges for atoms 1 to 5, given in e: number 1, O, carries -0.0261; number 2, O, carries -0.0306; number 3, O, carries -0.0455; number 4, O, carries -0.2501; number 5, O, carries -0.1663


C4H7N | wB97M-V/def2-TZVPD

Positions of all 12 atoms, in Å:
N1 -0.8235 0.5764 -1.2627
C1 -0.0105 0.4199 -0.0553
C2 1.1400 -0.4414 -0.2309
C3 -0.8146 -0.1597 1.1143
C4 2.1058 -1.1329 -0.3574
H1 -0.1768 -0.2654 2.0098
H2 0.3230 1.4002 0.2786
H3 -0.1833 0.8029 -2.0791
H4 -1.2364 -1.1614 0.7911
H5 2.9110 -1.8187 -0.3904
H6 -1.6782 0.4813 1.3452
H7 -1.5563 1.2987 -1.1631

Calculated values
SMILES string   C#C[C@H](C)N
Electronic energy   -5749.4486 eV
E_LUMO   1.013 eV
Highest occupied orbital energy   -0.34367 hartree

Here are the natural (NBO) charges for atoms 1 to 5, given in e: number 1, N, carries -0.8351; number 2, C, carries -0.1378; number 3, C, carries 0.0041; number 4, C, carries -0.5935; number 5, C, carries -0.2445